[1]
The following is a DFT calculation (wB97M-V/def2-TZVPD) of a molecular structure, FO5P.

Last column: natural (NBO) charge in e.
Atoms and positions in Å:
O1 -1.3313 0.4516 1.1364  -0.4419
F1 2.2908 0.7390 0.1412  -0.0695
O2 1.0480 0.7840 -0.4580  -0.3854
O3 0.8046 -1.7090 0.3180  -0.9536
O4 -1.8682 0.5574 -0.1575  -0.0107
O5 -1.1152 -0.3464 -0.9549  -0.5223
P1 0.1714 -0.4766 -0.0252  2.3835

E_HOMO: -10.52 eV
E: -817.11856 Ha
ΔE to the lowest compared entry with this formula, charge and spin: 153.7 kJ/mol



[2]
The following is a DFT calculation (wB97M-V/def2-TZVPD) of a molecular structure, CH4N2OSn.

Last column: natural (NBO) charge in e.
Atoms and positions in Å:
H1 -1.0707 0.6682 -1.2713  0.4219
H2 -0.0686 -0.6549 -1.9901  0.4054
H3 1.1734 -1.6806 -0.6852  0.4142
O1 -0.7412 0.1546 0.8784  -0.5975
N1 -0.4129 -0.0967 -1.2220  -0.7552
C1 -0.1453 -0.4771 0.0070  0.7334
H4 1.1155 -1.4656 1.1196  0.4348
N2 0.8156 -1.2846 0.1723  -0.7586
Sn1 -0.6657 4.8367 2.9912  1.7016

E_HOMO: -15.87 eV
E: -438.73102 Ha
charge: +2
ΔE to the lowest compared entry with this formula, charge and spin: 347.3 kJ/mol



[3]
The following is a DFT calculation (wB97M-V/def2-TZVPD) of a molecular structure, C43H62FeN2O4P3SSi.

Last column: Löwdin spin population.
Atoms and positions in Å:
C1 -1.5302 -1.4904 -2.4531  -0.0006
H1 -3.5166 3.0414 3.6647  0.0000
P1 -1.7191 2.6057 1.1088  0.0253
H2 -0.6542 5.2655 3.6500  -0.0002
C2 3.9897 2.6346 -2.1603  -0.0007
H3 -1.2749 -5.4730 -1.0735  0.0000
H4 0.4653 5.6622 1.4212  0.0000
C3 2.1540 -4.3812 2.6354  0.0669
H5 -3.7426 4.4587 2.6189  -0.0001
H6 1.5411 -4.9943 1.9832  -0.0016
C4 4.4055 -0.0310 1.6685  0.0012
H7 -3.7664 0.3078 -2.6387  0.0000
H8 -5.0703 3.3227 2.8765  -0.0002
H9 2.1864 -4.1255 -1.5756  0.0002
H10 -5.9201 -1.7485 -2.5910  0.0000
H11 -3.2614 -5.2540 0.4404  0.0000
H12 -5.1825 1.0944 1.6008  0.0005
H13 4.7883 0.9588 -1.1092  0.0001
C5 -0.2252 -0.8530 -4.8432  -0.0007
C6 -4.1974 -1.3886 -1.3520  0.0000
C7 1.8566 -3.0525 2.7261  0.1392
O1 -1.3146 -0.0435 2.0300  0.1047
H14 2.2163 -2.4070 -3.5356  0.0001
C8 2.8394 3.2836 -2.5813  -0.0005
C9 -2.7741 4.2499 -1.0295  0.0024
H15 4.5881 0.9531 1.2266  0.0001
S1 0.4595 -2.2978 1.9875  0.0731
H16 0.7044 3.2992 -2.5831  -0.0003
H17 2.9627 2.3149 3.4940  -0.0008
C10 3.8834 1.4505 -1.4425  -0.0002
H18 -1.5312 3.7492 3.9212  -0.0003
N1 -1.4230 1.0181 2.7066  0.3577
H19 -3.1823 -4.0424 -1.7632  -0.0001
H20 -3.6298 0.3638 1.1366  0.0010
C11 -1.9887 3.1625 -0.6314  0.0246
C12 -1.7428 2.5162 -2.9254  -0.0005
C13 1.5900 2.7611 -2.2618  -0.0031
C14 -1.7053 -2.2668 -3.6062  0.0002
H21 -3.1907 4.9274 -0.2862  0.0004
H22 -2.5953 -3.8098 1.2317  0.0004
C15 2.6328 0.9150 -1.1374  0.0000
H23 -4.2055 -3.7554 0.4932  0.0000
H24 0.9076 3.9758 1.0823  -0.0003
H25 -2.7438 3.7425 -4.3730  0.0000
C16 -1.0690 -1.9535 -4.7977  -0.0003
C17 -3.0376 4.4727 -2.3700  0.0013
P2 -2.4342 -1.8665 -0.8996  0.0000
C18 3.9880 -1.0530 0.6076  -0.0074
C19 -3.1938 -4.1623 0.3858  0.0003
C20 -4.1014 1.1054 1.7835  0.0019
C21 3.8586 -4.1446 4.3570  0.0353
H26 4.9660 3.0526 -2.3774  -0.0001
C22 2.1338 -1.9792 -1.4292  0.0050
H27 -1.2262 -2.5650 -5.6802  0.0000
H28 -4.0561 2.9161 0.6650  -0.0006
C23 -2.5241 3.5926 -3.3203  -0.0003
C24 -3.5637 2.5336 1.5554  -0.0045
C25 -1.1707 -4.3825 -1.0978  0.0003
H29 -3.6871 0.7027 -0.9253  0.0004
C26 5.1636 -1.3456 -0.3496  -0.0018
H30 -0.6932 -4.1083 -2.0409  0.0000
H31 -0.1264 4.8613 -0.0431  0.0000
H32 3.6476 -3.4465 -0.8492  0.0001
H33 0.6874 0.7301 -3.7500  -0.0006
H34 -0.5088 -4.0837 -0.2822  0.0004
Fe1 0.5011 -0.1155 1.1421  2.7757
C27 3.1990 -4.9647 3.4158  0.2932
N2 2.6786 -2.2434 3.5171  0.2064
H35 0.1646 3.7086 3.4669  -0.0006
C28 0.9498 0.9065 2.8192  -0.1453
H36 3.7831 -1.9490 -2.8698  0.0000
C29 2.7128 -1.7356 -2.8267  0.0008
H37 4.0291 -2.1394 5.1347  0.0144
H38 -3.6515 5.3136 -2.6757  0.0002
C30 1.4479 1.5757 -1.5260  -0.0142
H39 2.1512 -3.5443 0.0910  0.0015
Si1 -0.2634 0.8150 -0.9469  -0.0647
C31 -3.9851 3.4008 2.7443  -0.0005
C32 -2.5445 -3.7270 -0.9357  0.0001
H40 5.6211 -2.3067 -0.1033  -0.0002
H41 4.8815 -1.3752 -1.3970  -0.0001
H42 -1.9388 4.9495 1.6369  -0.0013
O2 1.9211 0.5318 3.7258  -0.0192
H43 1.0517 -2.0039 -1.5265  0.0011
H44 3.4359 1.2729 4.8560  -0.0002
O3 -0.2082 1.1789 3.5250  0.0001
H45 3.7318 -1.9698 1.1360  0.0002
H46 -4.7498 -1.5562 -0.4216  0.0000
C33 0.1012 4.7122 1.0131  0.0001
H47 4.5765 -4.5631 5.0524  -0.0050
H48 5.3240 -0.3665 2.1616  0.0003
H49 -5.2624 0.4763 -1.7025  0.0000
H50 2.9108 4.2050 -3.1492  -0.0001
C34 2.5950 1.6606 4.2854  -0.0093
H51 -1.3738 1.8459 -3.6920  0.0000
H52 1.9254 2.2159 4.9452  -0.0007
C35 -4.9069 -2.1508 -2.4703  0.0000
C36 -4.2301 0.1110 -1.6662  0.0002
H53 -4.3891 -2.0207 -3.4231  0.0000
C37 -1.1248 4.2393 1.8109  -0.0074
H54 -5.0049 -3.2193 -2.2656  0.0000
H55 -2.3444 -3.1433 -3.5714  0.0000
H56 -3.9213 0.7830 2.8108  0.0006
C38 -0.7781 4.2345 3.3022  -0.0017
H57 2.5568 -0.7149 -3.1748  0.0001
H58 3.4305 -6.0187 3.3358  0.0233
C39 -0.6376 -0.3871 -2.4676  -0.0137
P3 2.3634 -0.6098 -0.1609  -0.0216
O4 1.2671 1.5912 1.7839  -0.0258
C40 -1.4407 2.2752 -1.5696  0.0049
H59 5.9383 -0.5822 -0.2413  -0.0001
H60 3.6341 0.0739 2.4230  0.0003
H61 0.2792 -0.5893 -5.7678  -0.0001
H62 2.3315 -1.3098 3.6950  0.0060
C41 3.5751 -2.8155 4.4228  0.1863
C42 2.5596 -3.3495 -0.8980  0.0021
C43 -0.0093 -0.1021 -3.6961  -0.0037

multiplicity: 5
E_HOMO (alpha / beta): -2.30 / -4.67 eV
expectation value of S²: 6.36
E: -5061.55859 Ha
charge: -1
ΔE to the lowest compared entry with this formula, charge and spin: 355.5 kJ/mol



[4]
The following is a DFT calculation (wB97M-V/def2-TZVPD) of 2 unconnected molecules or ions with the total composition C4H7NS.

Last column: natural (NBO) charge in e.
Atoms and positions in Å:
H1 -0.8203 -1.0523 1.4406  0.2063
C1 1.1355 1.7174 -0.0382  -0.7019
N1 -2.1271 -0.7062 -0.2113  -0.5584
H2 2.2601 1.7184 0.0391  0.2375
H3 -2.7156 -1.2105 -0.8050  0.4002
H4 0.5968 1.8260 0.8558  0.2470
S1 -2.5218 0.8565 -0.0950  -0.1527
H5 0.8973 -1.7019 -1.1963  0.2317
H6 -1.3751 -2.4621 0.5298  0.1816
C2 0.9698 0.3346 -0.3733  0.0605
C3 0.8324 -0.7895 -0.6993  -0.3151
H7 0.7820 2.4945 -0.7736  0.2512
C4 -1.3023 -1.4338 0.5624  -0.0878

E_HOMO: -7.71 eV
E: -609.39545 Ha
structure (SMILES): C=[NH+][S-].C#CC
ΔE to the lowest compared entry with this formula, charge and spin: 428.1 kJ/mol